16
Properties=species:S:1:pos:R:3:forces:R:3:mulliken_charge:R:1 method="wB97M-V/def2-TZVPD" smiles=CC.CC mol_weight_da=60.1 de_lowest_kcal_mol=45.42 orbital_gap_ev=11.7 lumo_energy_ev=1.053
C 1.19233 -1.42790 -2.36730 -1.353 3.197 -5.391 -0.80
C 1.51380 -1.83244 -1.05876 -0.524 -4.502 3.600 -0.71
H 1.61421 -0.39479 -2.41935 0.554 -0.824 -1.122 0.22
H 1.45480 -2.10586 -3.21574 0.683 0.600 0.816 0.30
H 0.17275 -1.12496 -2.78336 0.337 -0.793 1.756 0.27
H 1.62778 -1.04368 -0.36215 0.050 0.858 0.659 0.26
H 2.45958 -2.44763 -1.02437 -0.839 0.725 -0.066 0.26
H 0.70968 -2.53092 -0.63503 1.086 0.750 -0.244 0.21
C -1.91033 1.66152 2.26088 1.079 -5.230 -4.066 -1.03
C -0.76502 1.58320 1.20332 -4.231 5.868 -1.981 -0.74
H -1.99317 0.56654 2.42087 -0.893 0.380 0.482 0.25
H -1.71644 2.02468 3.15011 1.674 2.250 4.265 0.41
H -2.83830 2.01893 1.96515 -1.543 0.724 -1.099 0.33
H -0.54363 2.75455 1.00165 -0.182 -2.658 -0.393 0.21
H 0.07448 1.25519 1.59953 3.863 -1.976 1.849 0.34
H -1.05251 1.04356 0.26453 0.240 0.630 0.935 0.24



9
Properties=species:S:1:pos:R:3:forces:R:3:mulliken_charge:R:1 method="wB97M-V/def2-TZVPD" smiles=CCO mol_weight_da=46.1 de_lowest_kcal_mol=5.79 orbital_gap_ev=11.4 lumo_energy_ev=1.017
C -0.12982 -0.32990 -1.13805 -0.499 0.485 -1.459 -0.84
C 0.45771 -0.23485 0.21068 0.740 -1.401 0.934 -0.32
O -0.37214 0.51500 1.06355 0.806 2.416 -0.485 -0.50
H 0.58212 -0.88927 -1.75247 -0.249 0.200 -0.377 0.29
H -0.33188 0.70460 -1.57742 0.473 -1.287 0.438 0.27
H -1.08307 -0.85731 -1.13059 -0.019 -0.014 0.003 0.24
H 0.58925 -1.21900 0.71101 -0.420 0.314 -0.471 0.28
H 1.50558 0.08404 0.09869 -0.210 0.712 0.420 0.25
H -0.25219 1.44542 0.70657 -0.623 -1.425 0.996 0.32



132
Properties=species:S:1:pos:R:3:forces:R:3:lowdin_spin:R:1 method="wB97M-V/def2-TZVPD" mol_weight_da=802.2 orbital_gap_ev="7.2 / 7.6" multiplicity=5 lumo_energy_ev="-3.440 / -3.163" total_charge=+1 s2=6.01
Cr 3.12686 1.11188 2.09673 -2.981 -1.506 -2.450 3.83
C 0.43806 1.01736 -1.43987 0.166 -0.571 -0.433 0.00
C 0.36647 0.73252 0.04225 0.723 0.811 1.565 0.01
C -0.16561 -0.65835 0.34531 -0.048 0.094 -0.853 0.00
O 1.56013 1.00591 0.72550 2.010 0.724 0.618 0.08
H 1.26411 0.45770 -1.87865 -0.096 -0.308 -0.112 0.00
H 0.61079 2.04051 -1.77370 -0.167 0.220 0.589 0.00
H -0.50288 0.68086 -1.87518 0.068 -0.012 -0.343 0.00
H -0.38226 1.41201 0.44945 -0.559 0.338 0.156 0.00
H -0.20816 -0.89375 1.40873 0.090 0.191 -0.064 0.00
H 0.39499 -1.43253 -0.17860 0.207 -0.069 0.025 0.00
H -1.16185 -0.63468 -0.09633 -0.333 -0.505 0.190 0.00
C -4.85723 2.51257 -1.12044 -0.500 -0.022 0.906 0.00
C -3.91507 1.30714 -0.99061 -0.378 0.625 -1.942 0.00
C -4.04208 0.37927 -2.23821 0.861 -0.481 0.698 0.00
C -5.31328 -0.30182 -2.37147 -0.457 0.391 -0.100 0.00
N -6.34023 -0.79689 -2.49644 -0.109 -0.213 0.071 0.00
H -5.91615 2.25726 -1.08026 -0.018 -0.342 -0.196 0.00
H -4.70893 3.11523 -2.01648 0.252 -0.238 -0.106 0.00
H -4.73806 3.17501 -0.26308 0.209 0.146 0.060 0.00
H -4.03684 0.73143 -0.07310 -0.055 0.212 -0.084 0.00
H -2.91605 1.73439 -1.07742 0.312 -0.341 0.394 0.00
H -3.30593 -0.41947 -2.14766 0.247 -0.108 0.100 0.00
H -3.76298 0.84436 -3.18368 -0.240 0.395 0.107 0.00
C 1.95687 -4.14389 -0.37030 -0.321 -0.258 -0.197 0.00
C 3.24746 -4.48865 0.36311 0.099 0.791 -1.139 0.00
C 3.33976 -3.84350 1.73449 0.396 -0.100 0.388 0.00
C 3.22984 -2.35402 1.76648 -0.575 3.369 -0.067 0.01
N 3.15974 -1.16950 1.76041 0.796 -4.721 0.359 0.03
H 1.86740 -3.08095 -0.59444 0.095 0.080 0.427 0.00
H 1.06725 -4.45224 0.17888 -0.063 -0.030 0.067 0.00
H 1.92116 -4.60162 -1.35889 0.042 -0.301 0.056 0.00
H 4.04710 -4.12504 -0.28224 0.310 0.067 0.116 0.00
H 3.43264 -5.55928 0.45008 -0.296 -0.005 0.183 0.00
H 4.29285 -4.10950 2.19160 0.248 0.273 -0.025 0.00
H 2.62949 -4.37022 2.37182 -0.461 0.770 0.233 0.00
C -1.80106 -4.19313 1.73920 0.685 -0.323 -0.615 0.00
C -2.22348 -4.39989 3.15326 -1.205 0.665 0.735 0.00
C -1.03785 -4.50032 4.09761 0.996 -0.027 -0.392 0.00
C -0.06372 -3.39027 3.89897 -1.351 -0.767 0.497 0.00
N 0.59656 -2.46714 3.76146 0.603 0.443 -0.127 0.00
H -1.15805 -3.31420 1.69328 -0.020 0.110 -0.305 0.00
H -2.60908 -4.09120 1.01476 -0.096 0.034 0.202 0.00
H -1.18908 -5.04401 1.43991 0.098 -0.092 -0.315 0.00
H -2.86086 -5.27419 3.28538 0.176 -0.171 -0.050 0.00
H -2.85485 -3.56323 3.45238 -0.011 0.096 0.196 0.00
H -0.50024 -5.40669 3.81908 0.157 -0.200 0.236 0.00
H -1.28928 -4.56370 5.15632 -0.130 0.105 -0.099 0.00
C -3.26697 -3.35351 -2.14966 2.182 1.050 -0.218 0.00
C -1.69127 -3.32051 -2.39672 -0.989 -0.481 0.431 0.00
C -1.32580 -3.65442 -3.85431 0.508 0.504 0.455 0.00
C 0.13165 -3.41802 -4.10334 1.186 -0.206 -0.286 0.00
N 1.26953 -3.23265 -4.28843 -2.257 -0.322 0.324 0.00
H -3.46794 -2.89836 -1.17984 -0.048 -0.275 0.186 0.00
H -3.65536 -4.37135 -2.18508 -0.154 0.266 -0.261 0.00
H -3.67537 -2.64236 -2.86769 -0.571 -0.530 -0.218 0.00
H -1.24256 -4.04934 -1.72178 0.202 -0.128 -0.051 0.00
H -1.22781 -2.36867 -2.13729 -0.361 0.233 0.026 0.00
H -1.86398 -2.97319 -4.51340 -0.054 -0.068 -0.130 0.00
H -1.62935 -4.67954 -4.06662 0.309 0.016 -0.296 0.00
C 1.80954 1.75008 7.21104 -0.482 -0.735 -0.322 0.00
C 1.10727 0.35396 7.21399 -0.567 0.727 -0.576 0.00
C 0.24746 0.15880 5.89010 1.003 -0.290 -0.048 0.00
C 1.04234 0.36720 4.65515 1.851 1.258 -3.351 0.02
N 1.62902 0.62128 3.65432 -1.150 -0.496 3.823 0.00
H 2.67152 1.70715 6.54526 0.223 0.016 0.192 0.00
H 2.10688 2.09026 8.20299 0.089 -0.226 -0.081 0.00
H 1.16191 2.51408 6.78096 -0.234 -0.013 0.129 0.00
H 0.41016 0.24214 8.04443 -0.169 0.311 -0.067 0.00
H 1.82182 -0.44941 7.39320 0.088 -0.022 -0.517 0.00
H -0.59648 0.84459 5.81560 0.157 0.398 0.212 0.00
H -0.20326 -0.82643 5.77068 0.198 -0.253 0.293 0.00
C -1.72038 4.52674 -0.46929 -0.035 -0.385 0.552 0.00
C -1.96736 3.90368 0.89553 -0.916 -0.255 0.613 0.00
C -0.82925 3.97184 1.91954 0.013 0.097 -0.123 0.00
C -1.13471 3.38922 3.24558 -0.800 -1.568 3.113 0.00
N -1.36424 2.90504 4.30429 0.869 1.705 -3.805 0.00
H -1.45330 5.58114 -0.39853 0.029 -0.031 -0.112 0.00
H -2.66663 4.42177 -1.00003 0.177 0.190 -0.305 0.00
H -0.95096 3.95141 -0.98416 0.084 0.185 -0.232 0.00
H -2.33165 2.88828 0.73950 0.379 -0.278 0.117 0.00
H -2.82962 4.38019 1.36195 -0.079 0.282 0.009 0.00
H -0.60970 5.03106 2.05349 0.220 0.042 0.233 0.00
H 0.07402 3.48734 1.54880 0.120 -0.136 -0.035 0.00
C 2.34628 1.94921 -5.29381 0.348 -0.047 0.233 0.00
C 1.67562 1.24239 -6.44129 -1.002 -0.952 -1.048 0.00
C 0.92915 -0.15141 -6.21121 0.848 0.966 0.818 0.00
C -0.12716 -0.04388 -5.18519 -1.557 0.283 1.473 0.00
N -0.96018 0.06241 -4.36860 1.808 -0.303 -1.836 0.00
H 2.62906 2.96248 -5.57915 -0.621 0.250 0.000 0.00
H 3.34229 1.56033 -5.08205 -0.158 -0.663 0.322 0.00
H 1.71016 1.93592 -4.40878 0.194 0.217 0.183 0.00
H 2.41746 1.09695 -7.22653 -0.101 -0.236 -0.120 0.00
H 0.89750 1.86049 -6.88915 0.094 0.331 0.078 0.00
H 1.63812 -0.89703 -5.85132 -0.011 -0.165 -0.001 0.00
H 0.48104 -0.53076 -7.12957 0.083 0.189 -0.035 0.00
C -4.32372 -0.98333 1.93316 0.621 0.061 0.254 0.00
C -2.85497 -0.61675 2.24875 -1.779 -0.341 0.676 0.00
C -2.69144 -0.06042 3.70110 0.385 0.231 -1.423 0.00
C -2.98051 -1.03291 4.75589 0.370 0.745 -0.993 0.00
N -3.19678 -1.81936 5.55492 -0.090 -0.627 0.634 0.00
H -4.94007 -0.08668 1.99823 -0.115 0.010 0.017 0.00
H -4.72027 -1.71682 2.63520 -0.054 -0.110 -0.117 0.00
H -4.38326 -1.35420 0.90993 -0.193 -0.192 0.039 0.00
H -2.62656 0.13275 1.49100 0.728 0.134 0.410 0.00
H -2.21787 -1.49508 2.14516 0.053 0.203 -0.161 0.00
H -3.28389 0.84315 3.84483 -0.123 -0.090 0.084 0.00
H -1.65185 0.26721 3.70152 0.090 -0.049 0.702 0.00
C 2.19620 6.70470 -2.11713 -0.168 -0.353 1.241 0.00
C 1.83379 5.70842 -0.98584 0.057 1.037 -0.340 0.00
C 2.22148 4.29912 -1.31211 0.870 -0.457 -0.142 0.00
C 3.66770 4.14432 -1.55605 2.560 -0.050 -0.429 0.00
N 4.81724 4.04912 -1.76358 -2.677 0.078 0.489 0.00
H 1.64678 6.47822 -3.03088 0.128 0.072 -0.033 0.00
H 3.27497 6.65605 -2.26542 -0.048 0.064 -0.328 0.00
H 1.95550 7.70625 -1.76067 -0.044 0.069 -0.313 0.00
H 0.76387 5.70913 -0.77762 0.001 0.114 -0.075 0.00
H 2.33359 5.99085 -0.05927 0.034 0.191 0.036 0.00
H 1.75080 3.99351 -2.24654 -0.339 -0.364 0.202 0.00
H 1.99086 3.66437 -0.45653 -0.310 -0.493 -0.325 0.00
C 3.21011 -1.55884 -2.40218 0.590 0.518 0.344 0.00
C 4.74335 -1.29597 -2.44125 -0.979 -0.287 -0.466 0.00
C 5.09805 0.18246 -2.19594 0.123 0.330 0.527 0.00
C 4.80803 0.72372 -0.82461 -0.531 0.425 2.325 0.01
N 4.56412 1.09730 0.26279 0.246 -1.015 -2.519 0.00
H 2.82491 -1.05921 -1.51330 -0.273 -0.101 0.175 0.00
H 2.89095 -2.60099 -2.38937 0.491 0.071 -0.019 0.00
H 2.70483 -1.12235 -3.26372 0.134 0.140 -0.041 0.00
H 5.08750 -1.52520 -3.44977 0.165 0.090 -0.052 0.00
H 5.30037 -1.97955 -1.80052 -0.061 0.222 0.302 0.00
H 4.58857 0.83665 -2.90344 -0.328 -0.002 0.064 0.00
H 6.15128 0.35184 -2.41979 0.142 0.032 0.345 0.00